{"formula": "C14H13F2N", "method": "ωB97M-V/def2-TZVPD", "species": ["F", "C", "C", "C", "C", "C", "C", "H", "H", "H", "H", "H", "F", "C", "C", "C", "C", "C", "C", "H", "H", "H", "H", "H", "C", "C", "N", "H", "H", "H"], "coordinates": [[-2.66242, -1.70978, -0.12317], [-2.50725, -0.38237, 0.09758], [-2.87838, 0.50963, -0.89048], [-2.63651, 1.86225, -0.66428], [-2.08031, 2.28838, 0.52970], [-1.75228, 1.36799, 1.51847], [-1.99391, 0.01739, 1.31711], [-3.32706, 0.14400, -1.80328], [-2.92526, 2.56764, -1.43240], [-1.88118, 3.34513, 0.65881], [-1.29000, 1.70165, 2.43786], [-1.69832, -0.71760, 2.05465], [0.69359, 2.44906, -1.63984], [1.43761, 1.52041, -0.99993], [2.17061, 0.61951, -1.74782], [2.80144, -0.43379, -1.08625], [2.75194, -0.53703, 0.29739], [2.06460, 0.44427, 1.02337], [1.39422, 1.47693, 0.38266], [2.21908, 0.66215, -2.82639], [3.34454, -1.15171, -1.68997], [3.19991, -1.35854, 0.83910], [2.11545, 0.41240, 2.10587], [0.86226, 2.23296, 0.93892], [0.23981, -2.70207, -0.29043], [0.75897, -3.24807, 0.95015], [1.17095, -3.70422, 1.91829], [-0.71628, -3.14992, -0.54561], [0.98387, -2.90873, -1.06278], [0.14030, -1.61791, -0.26730]], "mulliken_charge": [-0.3839, 0.4262, -0.6633, -0.3116, -0.5748, -0.2984, -0.2506, 0.4415, 0.3806, 0.4053, 0.4222, 0.4296, -0.3519, 0.4610, -0.5873, -0.2874, -0.8447, -0.2599, -0.4770, 0.4222, 0.4230, 0.5413, 0.3679, 0.5744, -0.4846, 0.3929, -0.4622, 0.3121, 0.2904, -0.0531], "largest_force_ev_per_a": 0.63, "de_lowest_kj_mol": 0.00, "gap_ha": 0.377}